# C9H11ClN2O2OsS

A structure of composition C9H11ClN2O2OsS (ωB97M-V/def2-TZVPD, the OMol25 dataset).

The geometry in XYZ format:
```
27
Properties=species:S:1:pos:R:3
Cl -4.475 -0.159 0.369
C 1.129 -1.431 -2.102
C 1.886 -0.213 -2.020
C 0.983 0.905 -2.226
H 2.955 -0.151 -1.943
C -0.310 0.387 -2.520
C -0.266 -1.049 -2.328
H -1.103 -1.713 -2.475
H 1.502 -2.442 -2.084
H 1.224 1.966 -2.145
C -1.540 1.155 -2.882
Os 0.469 -0.292 -0.371
C 1.708 0.662 0.814
C 0.115 -1.943 0.517
O 2.607 1.147 1.427
O -0.190 -2.906 1.115
H -1.526 2.156 -2.424
H -2.450 0.631 -2.562
H -1.602 1.282 -3.973
N -1.220 0.416 3.856
C -0.136 0.372 3.084
N 0.994 -0.159 3.547
S -0.334 1.195 1.538
H -1.238 -0.024 4.753
H -2.077 0.806 3.463
H 1.883 -0.031 3.089
H 1.009 -0.563 4.487
```

Computed properties:
relative energy (zero: lowest compared OMol25 entry of this formula, charge and spin)	0.536	eV
HOMO-LUMO gap (spin up / spin down)	6.15 / 6.11	eV
energy	-1557.82037	Ha
lowest unoccupied orbital energy (spin up / spin down)	-7.575 / -10.923	eV
total charge	+2
2S+1	5

# C3H8

A cluster of 2 separate species, C3H8 in total (ωB97M-V/def2-TZVPD, the OMol25 dataset).

The geometry in XYZ format:
```
11
Properties=species:S:1:pos:R:3
C 1.776 0.699 3.429
C 1.730 -0.540 3.913
H 1.030 1.478 3.421
H 2.666 1.081 2.929
H 1.101 -0.912 4.720
H 2.222 -1.417 3.494
C -2.107 -0.091 -4.378
H -3.111 -0.505 -4.318
H -1.614 -0.129 -3.410
H -2.252 0.931 -4.724
H -1.441 -0.597 -5.075
```

Computed properties:
relative energy (zero: lowest compared OMol25 entry of this formula, charge and spin)	1.704	eV
HOMO-LUMO gap	10.91	eV
energy	-119.03283	Ha
SMILES string	C=C.C
lowest unoccupied orbital energy	1.296	eV

# C7H19NO3

A cluster of 2 separate species, C7H19NO3 in total (ωB97M-V/def2-TZVPD, the OMol25 dataset).

The geometry in XYZ format:
```
30
Properties=species:S:1:pos:R:3
C 0.368 2.606 -0.869
O -0.535 1.868 0.027
C -1.825 1.555 -0.608
O -1.671 0.593 -1.724
C -2.707 2.873 -1.046
N -4.178 2.494 -0.862
H 1.389 2.746 -0.266
H 0.573 2.040 -1.896
H 0.010 3.700 -1.134
H -2.472 0.994 0.223
H -1.668 -0.317 -1.258
H -2.561 3.216 -2.155
H -2.499 3.745 -0.269
H -4.338 1.524 -1.264
H -4.312 2.438 0.174
C 2.219 -3.415 2.170
C 1.233 -3.325 1.018
O 0.527 -2.087 0.973
C 1.312 -0.912 0.794
C 2.080 -0.894 -0.516
H 1.729 -3.174 3.119
H 2.641 -4.422 2.234
H 3.049 -2.712 2.042
H 0.478 -4.108 1.142
H 1.725 -3.517 0.060
H 1.982 -0.768 1.647
H 0.616 -0.069 0.801
H 2.857 -1.664 -0.536
H 2.567 0.076 -0.661
H 1.410 -1.084 -1.361
```

Computed properties:
relative energy (zero: lowest compared OMol25 entry of this formula, charge and spin)	1.588	eV
HOMO-LUMO gap	10.21	eV
energy	-558.48489	Ha
SMILES string	CO[C@H](O)CN.CCOCC
lowest unoccupied orbital energy	0.781	eV

# C23H19GeIrS5Se3Te

A structure of composition C23H19GeIrS5Se3Te (ωB97M-V/def2-TZVPD, the OMol25 dataset).

The geometry in XYZ format:
```
53
Properties=species:S:1:pos:R:3
Ir 0.431 0.184 -0.173
Se 0.301 -2.013 -1.188
Se 2.309 -2.268 -2.398
Te 3.834 -1.946 -0.424
Se 2.802 0.305 0.233
C -4.395 1.185 -3.370
S -4.625 1.989 -1.762
C -3.143 2.920 -1.655
C -1.900 2.416 -1.466
S -1.453 0.739 -1.490
S -0.632 3.626 -1.391
C -1.610 5.031 -1.594
S -1.032 6.592 -1.564
S -3.268 4.653 -1.833
H -5.315 0.642 -3.590
H -3.559 0.491 -3.317
H -4.223 1.927 -4.148
C 0.031 0.214 1.640
Ge -1.778 0.207 2.309
C -2.796 -1.424 1.869
C -3.457 -1.513 0.643
C -4.102 -2.681 0.262
C -4.097 -3.788 1.100
C -3.433 -3.721 2.316
C -2.786 -2.551 2.690
C -2.879 1.753 1.828
C -4.266 1.679 1.761
C -5.034 2.823 1.581
C -4.419 4.063 1.487
C -3.035 4.153 1.553
C -2.274 3.003 1.711
C -1.714 0.373 4.289
C -0.689 1.131 4.855
C -0.615 1.338 6.225
C -1.570 0.782 7.066
C -2.599 0.027 6.523
C -2.667 -0.171 5.149
H 0.753 -0.197 2.355
H -3.453 -0.667 -0.036
H -4.595 -2.730 -0.702
H -4.593 -4.704 0.799
H -3.404 -4.586 2.969
H -2.252 -2.525 3.634
H -4.761 0.717 1.845
H -6.113 2.745 1.508
H -5.013 4.959 1.341
H -2.547 5.116 1.455
H -1.191 3.070 1.733
H 0.069 1.563 4.209
H 0.192 1.933 6.639
H -1.511 0.938 8.137
H -3.353 -0.409 7.170
H -3.488 -0.752 4.742
```

Computed properties:
relative energy (zero: lowest compared OMol25 entry of this formula, charge and spin)	0.487	eV
HOMO-LUMO gap	5.17	eV
energy	-12532.45804	Ha
lowest unoccupied orbital energy	4.059	eV
total charge	-2

# C10H21F6NNaO15S5

A structure of composition C10H21F6NNaO15S5 (ωB97M-V/def2-TZVPD, the OMol25 dataset).

The geometry in XYZ format:
```
59
Properties=species:S:1:pos:R:3
Na -0.477 0.516 -0.246
C 0.462 -2.120 -3.039
F 0.613 -3.082 -2.145
F 1.260 -1.061 -2.859
F 0.812 -2.549 -4.242
S -1.393 -1.584 -3.134
O -1.501 -0.412 -2.256
O -1.639 -1.229 -4.510
N -2.287 -2.973 -2.420
S -2.689 -3.634 -3.800
O -3.686 -2.956 -4.638
O -1.554 -4.225 -4.517
C -3.713 -5.126 -3.126
F -3.866 -6.050 -4.094
F -3.154 -5.785 -2.119
F -4.880 -4.761 -2.769
O -0.706 -1.831 0.145
H -0.256 -1.808 1.012
O 4.212 2.021 -0.638
S 3.258 1.035 -0.114
O 1.822 1.132 -0.413
O 3.951 -0.325 -0.679
C 3.388 -1.588 -0.269
C 4.489 -2.337 0.527
C 3.607 0.733 1.660
H 3.157 -2.293 -1.068
H 2.477 -1.478 0.320
H 4.747 -3.358 0.242
H 4.255 -2.256 1.588
H 5.398 -1.806 0.245
H 4.673 0.510 1.683
H 2.815 0.080 2.028
H 3.387 1.677 2.159
O -0.682 2.072 4.025
S -0.010 0.906 3.503
O 0.159 0.539 2.090
O 1.456 0.807 4.241
C 1.793 1.708 5.307
C 2.266 3.097 4.875
C -0.844 -0.474 4.353
H 2.621 1.264 5.859
H 0.921 1.899 5.933
H 3.024 3.122 4.092
H 2.904 3.514 5.655
H 1.495 3.800 4.561
H -1.919 -0.298 4.336
H -0.439 -0.448 5.364
H -0.496 -1.419 3.936
C -4.680 3.168 -2.328
C -4.079 4.513 -2.601
O -2.746 4.506 -2.102
S -2.092 2.972 -2.363
O -1.189 2.541 -1.314
O -1.688 2.755 -3.752
O -3.636 2.290 -2.258
H -5.550 2.894 -2.924
H -4.969 3.099 -1.280
H -4.529 5.341 -2.054
H -4.072 4.755 -3.664
```

Computed properties:
relative energy (zero: lowest compared OMol25 entry of this formula, charge and spin)	2.407	eV
HOMO-LUMO gap	5.53	eV
energy	-4329.32389	Ha
lowest unoccupied orbital energy	1.546	eV
total charge	-1

# C6H15AlAsB2F6N2

A structure of composition C6H15AlAsB2F6N2 (ωB97M-V/def2-TZVPD, the OMol25 dataset).

The geometry in XYZ format:
```
33
Properties=species:S:1:pos:R:3
Al -0.025 -0.060 -0.132
F 3.083 2.179 0.009
B 3.294 1.455 1.092
F 2.773 1.847 2.244
F 4.124 0.434 1.061
F 1.462 0.122 0.620
C 1.461 -4.989 -0.506
N 0.477 -4.177 -1.239
C -0.040 -4.670 -2.526
C 0.181 -2.997 -0.833
N -0.115 -1.937 -0.462
H 1.029 -5.968 -0.309
H 1.702 -4.503 0.435
H 2.365 -5.093 -1.105
H -0.500 -5.643 -2.368
H 0.779 -4.755 -3.239
H -0.785 -3.975 -2.906
C -2.613 -0.736 2.734
As -1.548 0.566 1.776
C -2.818 1.902 1.196
C -0.510 1.460 3.138
H -3.179 -0.222 3.509
H -1.963 -1.477 3.194
H -3.302 -1.232 2.053
H -3.368 2.276 2.058
H -3.514 1.468 0.480
H -2.284 2.724 0.723
H -1.179 1.862 3.896
H 0.066 2.265 2.685
H 0.184 0.753 3.589
F -1.563 0.425 -2.684
B -0.724 1.021 -1.839
F -0.452 2.289 -2.089
```

Computed properties:
HOMO-LUMO gap	10.17	eV
energy	-3474.42237	Ha
lowest unoccupied orbital energy	-2.793	eV
total charge	+1

# C37H37As2F3N4RhSSe

A structure of composition C37H37As2F3N4RhSSe (ωB97M-V/def2-TZVPD, the OMol25 dataset).

The geometry in XYZ format:
```
86
Properties=species:S:1:pos:R:3
Rh 0.593 0.347 0.001
F 3.123 -0.735 -4.022
C 2.477 -1.673 -4.721
F 1.852 -1.074 -5.744
F 3.400 -2.497 -5.246
C 1.513 -2.449 -3.847
C 1.775 -3.788 -3.609
C 0.917 -4.517 -2.813
C -0.181 -3.877 -2.280
N -0.445 -2.584 -2.486
C 0.388 -1.884 -3.241
S -0.090 -0.202 -3.566
H 2.646 -4.251 -4.055
H 1.094 -5.568 -2.616
H -0.896 -4.423 -1.667
C -0.232 3.674 1.619
As -1.049 2.117 0.770
C -2.682 2.928 0.139
C -1.687 1.234 2.400
C -3.015 1.239 2.814
C -3.387 0.611 4.003
C -2.427 0.000 4.796
C -1.098 -0.026 4.374
C -0.734 0.575 3.172
As 1.007 0.323 2.360
C 2.160 1.694 3.089
C 1.683 -1.182 3.342
H -0.971 4.470 1.687
H 0.618 4.021 1.035
H 0.094 3.410 2.619
H -3.175 3.394 0.988
H -3.334 2.202 -0.339
H -2.414 3.691 -0.591
H -3.777 1.715 2.213
H -4.429 0.601 4.303
H -2.710 -0.475 5.730
H -0.357 -0.520 4.990
H 3.171 1.292 3.117
H 1.842 1.941 4.099
H 2.152 2.577 2.463
H 0.957 -1.992 3.361
H 1.917 -0.874 4.359
H 2.591 -1.516 2.848
N 0.167 0.639 -2.103
C 0.234 1.975 -2.271
C 1.598 2.599 -2.183
C 1.966 3.571 -3.120
C 3.263 4.077 -3.152
C 4.218 3.623 -2.257
C 3.869 2.644 -1.330
C 2.577 2.137 -1.306
C -0.958 2.764 -2.677
C -2.157 2.147 -3.053
C -3.251 2.895 -3.461
C -3.191 4.284 -3.468
C -2.040 4.918 -3.020
C -0.942 4.167 -2.617
H 1.255 3.904 -3.863
H 3.524 4.822 -3.894
H 5.230 4.013 -2.292
H 4.610 2.264 -0.632
H 2.297 1.359 -0.614
H -2.238 1.070 -3.035
H -4.158 2.390 -3.773
H -4.042 4.868 -3.801
H -1.997 6.001 -2.972
H -0.073 4.676 -2.225
C -1.360 -2.058 0.433
N -0.359 -2.903 1.088
C 0.967 -2.909 0.854
Se 2.037 -1.767 -0.167
N 1.477 -3.935 1.561
C 0.480 -4.597 2.289
C 0.514 -5.673 3.164
C -0.695 -6.051 3.728
C -1.886 -5.374 3.426
C -1.905 -4.302 2.547
C -0.690 -3.934 1.989
H -0.809 -1.319 -0.143
H -1.986 -1.585 1.185
H -1.969 -2.646 -0.249
H 2.460 -4.148 1.553
H 1.437 -6.194 3.398
H -0.719 -6.888 4.416
H -2.812 -5.696 3.890
H -2.824 -3.778 2.309
```

Computed properties:
relative energy (zero: lowest compared OMol25 entry of this formula, charge and spin)	2.200	eV
HOMO-LUMO gap (spin up / spin down)	6.35 / 5.74	eV
energy	-9332.26596	Ha
lowest unoccupied orbital energy (spin up / spin down)	-3.408 / -3.482	eV
total charge	+1

# C3H3FOS

The molecule C3H3FOS (ωB97M-V/def2-TZVPD, the OMol25 dataset).

The geometry in XYZ format:
```
9
Properties=species:S:1:pos:R:3
C -0.317 0.611 1.420
C -0.067 0.825 0.115
F 0.067 2.061 -0.394
C 0.205 -0.231 -0.950
O 0.593 0.050 -2.041
S -0.014 -1.929 -0.441
H -0.434 1.438 2.141
H -0.455 -0.394 1.796
H 0.423 -2.430 -1.646
```

Computed properties:
relative energy (zero: lowest compared OMol25 entry of this formula, charge and spin)	0.190	eV
HOMO-LUMO gap	10.15	eV
energy	-689.37504	Ha
SMILES string	C=C(F)C(=O)S
lowest unoccupied orbital energy	-0.057	eV